Record 1
Computed, not measured: CH5N3O as an isolated structure, with wB97M-V/def2-TZVPD.

Last column: natural (NBO) charge in e.
Atoms and positions in Å:
1 C 0.216 0.578 -0.015  0.151
2 N -1.863 -0.245 -0.149  -0.638
3 H 2.136 1.048 0.298  0.348
4 H -2.285 0.533 0.397  0.337
5 H -2.335 -1.051 0.195  0.353
6 N -0.528 -0.479 -0.104  -0.324
7 O 1.963 -0.827 0.102  -0.566
8 N 1.646 0.405 -0.281  -0.307
9 H -0.137 1.623 0.065  0.160
10 H 1.186 -1.586 -0.508  0.487

Calculated values
charge = 0
molecular weight = 75.07 g/mol
E_LUMO = 0.0398 hartree
gap between HOMO and LUMO = 0.339 Eh

---

Record 2
Computed, not measured: a 2-piece molecular cluster, CH5N3O2 overall, with wB97M-V/def2-TZVPD.

Last column: natural (NBO) charge in e.
Atoms and positions in Å:
1 N 1.225 1.627 -0.052  0.382
2 H 0.217 -0.206 1.834  0.333
3 N 0.236 -0.848 0.028  -0.199
4 H -1.576 0.131 0.346  0.221
5 H 0.808 -1.284 -0.688  0.402
6 O 1.657 2.731 0.132  -0.376
7 C -1.162 -0.666 -0.275  -0.447
8 H -1.262 -0.386 -1.325  0.236
9 N 0.838 -0.630 1.143  -0.340
10 H -1.725 -1.590 -0.098  0.212
11 O 0.745 1.120 -1.044  -0.424

Calculated values
charge = 0
molecular weight = 91.07 g/mol
E_LUMO (alpha / beta) = 0.0040 / -0.0303 hartree
gap between HOMO and LUMO (alpha / beta) = 0.319 / 0.247 Eh

---

Record 3
Computed, not measured: a single CH5N3O2S molecule, with wB97M-V/def2-TZVPD.

Last column: natural (NBO) charge in e.
Atoms and positions in Å:
1 H 0.604 0.054 -2.019  0.425
2 N 0.408 -0.356 -1.048  -0.368
3 O -0.083 -1.771 -1.326  -0.562
4 H -1.945 -2.098 1.978  0.070
5 N -0.652 -0.127 1.147  -0.811
6 O 1.302 2.059 -0.863  -0.597
7 N 0.477 1.578 0.214  -0.269
8 C 0.037 0.345 0.108  0.469
9 H -0.257 0.296 2.010  0.409
10 S -2.132 -0.606 1.196  0.274
11 H 1.587 2.957 -0.414  0.489
12 H 0.654 -2.331 -0.983  0.471

Calculated values
structure (SMILES) = O/N=C(\NO)NS
charge = 0
molecular weight = 123.14 g/mol
E_LUMO = 0.0104 hartree
gap between HOMO and LUMO = 0.321 Eh

---

Record 4
Computed, not measured: a single CH5N3OS molecule, with wB97M-V/def2-TZVPD.

Last column: natural (NBO) charge in e.
Atoms and positions in Å:
1 H -1.555 0.765 0.557  0.357
2 H -2.453 -0.507 0.113  0.327
3 H 2.484 -1.124 1.076  0.129
4 H 0.801 -1.659 -1.106  0.416
5 C -0.516 -0.423 -0.061  0.516
6 H 0.653 2.170 -0.062  0.470
7 O -0.144 1.952 -0.459  -0.548
8 N -1.594 -1.140 -0.007  -0.708
9 N 0.705 -0.862 -0.535  -0.751
10 N -0.467 0.848 0.439  -0.367
11 S 2.084 -0.018 0.044  0.160

Calculated values
structure (SMILES) = [H]/N=C(\NO)NS
charge = 0
molecular weight = 107.14 g/mol
E_LUMO = 0.0150 hartree
gap between HOMO and LUMO = 0.359 Eh

---

Record 5
Computed, not measured: a single CH5N3S molecule, with wB97M-V/def2-TZVPD.

Last column: natural (NBO) charge in e.
Atoms and positions in Å:
1 C -0.214 -0.787 -0.333  0.204
2 N -0.862 0.175 1.589  -0.704
3 N 0.572 0.353 -0.624  -0.785
4 N -0.989 -0.908 0.653  -0.303
5 H -0.202 -1.650 -1.022  0.193
6 H 2.060 0.827 -2.227  0.105
7 H -1.409 -0.097 2.413  0.369
8 H 0.204 1.100 -0.082  0.395
9 S 0.721 0.783 -2.258  0.183
10 H 0.118 0.204 1.890  0.344

Calculated values
structure (SMILES) = N/N=C\NS
charge = 0
molecular weight = 91.14 g/mol
E_LUMO = 0.0299 hartree
gap between HOMO and LUMO = 0.354 Eh

---

Record 6
Computed, not measured: a 3-piece molecular cluster, CH5N3S overall, with wB97M-V/def2-TZVPD.

Last column: natural (NBO) charge in e.
Atoms and positions in Å:
1 N 1.202 -0.665 -0.296  -0.515
2 H -0.734 -1.458 -0.793  0.387
3 C 0.137 0.051 -0.067  0.390
4 N 0.036 1.282 -0.158  -0.660
5 H -2.415 0.983 -0.670  0.111
6 H 2.621 0.403 0.896  0.143
7 H 0.875 1.861 0.125  0.364
8 H 1.799 -1.592 1.039  0.316
9 S -2.548 -0.064 0.067  0.197
10 N -0.973 -0.801 -0.143  -0.733

Calculated values
charge = 0
molecular weight = 91.14 g/mol
E_LUMO = -0.0948 hartree
gap between HOMO and LUMO = 0.242 Eh

---

Record 7
Computed, not measured: an isolated ion of composition CH5N4O2 and charge +1, with wB97M-V/def2-TZVPD.

Last column: natural (NBO) charge in e.
Atoms and positions in Å:
1 C 0.611 -0.020 -0.001  0.643
2 O -2.861 -0.342 0.026  -0.388
3 H 2.474 0.488 -0.008  0.428
4 O -1.074 1.549 0.069  -0.434
5 H -2.930 0.587 0.249  0.505
6 H 0.212 -1.885 -0.023  0.450
7 H 1.373 1.909 -0.039  0.469
8 N 1.013 -1.283 -0.002  -0.729
9 H 1.998 -1.604 -0.360  0.465
10 N 1.503 0.926 0.116  -0.680
11 N -0.716 0.363 0.016  0.144
12 N -1.602 -0.687 -0.043  0.126

Calculated values
structure (SMILES) = NC(=[NH2+])/[N+]([O-])=N/O
charge = +1
molecular weight = 105.08 g/mol
E_LUMO (alpha / beta) = -0.2272 / -0.2128 hartree
gap between HOMO and LUMO (alpha / beta) = 0.303 / 0.324 Eh

---

Record 8
Computed, not measured: a 2-piece molecular cluster, CH5N4O2 overall, with wB97M-V/def2-TZVPD.

Last column: natural (NBO) charge in e.
Atoms and positions in Å:
1 N -1.462 1.357 0.128  -0.699
2 N 2.479 -0.690 0.205  -0.480
3 H 2.719 -1.670 0.250  0.423
4 H 3.205 0.027 0.317  0.407
5 N -1.238 -1.046 -0.181  -0.281
6 H -0.367 1.437 0.070  0.478
7 C -1.791 0.157 -0.036  0.766
8 H -1.023 -1.436 -1.099  0.410
9 H -2.127 2.093 0.339  0.458
10 O -2.711 -0.747 -0.022  -0.250
11 N 1.264 -0.356 0.029  0.246
12 O 1.053 0.875 -0.001  -0.478

Calculated values
charge = +1
molecular weight = 105.08 g/mol
E_LUMO = -0.1418 hartree
gap between HOMO and LUMO = 0.404 Eh

---

Record 9
Computed, not measured: a 2-piece molecular cluster, CH5N4OS overall, with wB97M-V/def2-TZVPD.

Last column: natural (NBO) charge in e.
Atoms and positions in Å:
1 H 1.090 -1.304 -1.424  0.329
2 H -1.611 1.902 -1.543  0.328
3 H 1.314 0.186 1.689  0.391
4 N -0.946 0.346 -0.499  -0.203
5 H -0.502 -1.318 0.985  0.091
6 O 1.890 -1.584 0.233  -0.752
7 S -2.375 -0.539 -0.826  -0.252
8 N 0.651 0.693 1.171  -0.855
9 C 0.086 -0.232 0.203  0.253
10 H -0.106 1.165 1.737  0.348
11 N 1.224 -0.772 -0.592  -0.292
12 N -0.714 1.458 -1.135  -0.387

Calculated values
charge = -1
molecular weight = 121.14 g/mol
E_LUMO (alpha / beta) = 0.1087 / 0.1088 hartree
gap between HOMO and LUMO (alpha / beta) = 0.186 / 0.186 Eh

---

Record 10
Computed, not measured: a 2-piece molecular cluster, CH5N4P overall, with wB97M-V/def2-TZVPD.

Last column: natural (NBO) charge in e.
Atoms and positions in Å:
1 H -2.374 -2.039 -2.387  0.010
2 N 1.339 1.658 0.851  -0.269
3 N 2.022 -0.166 1.624  -0.139
4 P -2.110 -0.846 -1.563  -0.010
5 N 2.343 1.039 1.407  -0.055
6 C 0.413 0.695 0.799  0.097
7 N 0.783 -0.429 1.362  -0.269
8 H -3.189 -0.104 -1.999  -0.010
9 H -1.359 -0.026 -2.595  0.011
10 H 2.687 -0.754 2.141  0.419
11 H -0.555 0.971 0.360  0.214

Calculated values
structure (SMILES) = c1nn[nH]n1.P
charge = 0
molecular weight = 104.05 g/mol
E_LUMO = 0.0356 hartree
gap between HOMO and LUMO = 0.410 Eh

---

Record 11
Computed, not measured: an isolated ion of composition CH5N4S and charge +1, with wB97M-V/def2-TZVPD.

Last column: natural (NBO) charge in e.
Atoms and positions in Å:
1 C 0.200 0.142 -0.601  -0.100
2 N -2.054 0.009 0.352  -0.531
3 N -1.534 -1.164 0.179  0.132
4 H -3.022 -0.024 0.672  0.456
5 N -0.407 -1.193 -0.308  -0.277
6 S -1.055 1.363 0.002  0.446
7 H 1.387 0.134 1.265  0.462
8 H 2.213 0.999 -0.048  0.459
9 H 0.619 0.321 -1.627  0.238
10 N 1.590 0.178 0.166  -0.755
11 H 2.065 -0.766 -0.052  0.470

Calculated values
structure (SMILES) = [NH3+][C@H]1N=NNS1
charge = +1
molecular weight = 105.15 g/mol
E_LUMO = -0.1476 hartree
gap between HOMO and LUMO = 0.352 Eh

---

Record 12
Computed, not measured: CH5N6 as an isolated structure, with wB97M-V/def2-TZVPD.

Last column: natural (NBO) charge in e.
Atoms and positions in Å:
1 N 0.081 0.441 0.466  0.029
2 N -0.061 -0.937 -1.789  -0.468
3 N -0.182 -0.802 0.067  0.092
4 H 0.970 -0.811 -1.835  0.379
5 H -0.278 1.278 2.487  0.285
6 N -0.537 -1.570 1.057  0.054
7 N -0.657 -0.834 2.055  -0.169
8 H 0.800 1.114 -1.314  0.406
9 H -0.390 -1.884 -1.927  0.406
10 N 0.537 1.381 -0.367  -0.603
11 H -0.026 2.169 -0.635  0.419
12 C -0.258 0.456 1.737  0.170

Calculated values
charge = +1
molecular weight = 101.09 g/mol
E_LUMO = -0.2329 hartree
gap between HOMO and LUMO = 0.345 Eh

---

Record 13
Computed, not measured: a 2-piece molecular cluster, CH5NO overall, with wB97M-V/def2-TZVPD.

Last column: natural (NBO) charge in e.
Atoms and positions in Å:
1 C 1.190 -1.570 -0.534  -0.034
2 H -1.683 2.540 0.641  0.471
3 H -1.930 1.755 -0.675  0.469
4 N 1.564 -0.972 0.502  -0.600
5 O -2.328 1.981 0.177  -0.939
6 H 0.631 -2.497 -0.471  0.160
7 H 2.168 -0.167 0.402  0.339
8 H 1.421 -1.247 -1.559  0.135

Calculated values
structure (SMILES) = C=N.O
charge = 0
molecular weight = 47.06 g/mol
E_LUMO = 0.0296 hartree
gap between HOMO and LUMO = 0.397 Eh

---

Record 14
Computed, not measured: a 2-piece molecular cluster, CH5NO2 overall, with wB97M-V/def2-TZVPD.

Last column: natural (NBO) charge in e.
Atoms and positions in Å:
1 H 0.959 -1.462 -0.067  0.163
2 N 0.111 0.543 1.421  -0.444
3 H -0.309 -0.389 1.557  0.274
4 H -2.296 0.731 -1.391  0.471
5 O -1.663 0.194 -0.916  -0.964
6 O 1.039 0.512 0.527  -0.157
7 H -1.458 0.661 -0.096  0.480
8 C 1.414 -0.485 -0.165  -0.001
9 H 2.205 -0.304 -0.869  0.177

Calculated values
charge = 0
molecular weight = 63.06 g/mol
E_LUMO (alpha / beta) = 0.0024 / 0.0066 hartree
gap between HOMO and LUMO (alpha / beta) = 0.314 / 0.334 Eh

---

Record 15
Computed, not measured: CH5NO2 as an isolated structure, with wB97M-V/def2-TZVPD.

Last column: natural (NBO) charge in e.
Atoms and positions in Å:
1 H 0.375 0.825 -1.139  0.357
2 H 1.080 -0.280 0.774  0.182
3 H -0.567 -1.792 -1.118  0.464
4 H -0.685 -0.839 1.039  0.201
5 N -0.408 0.429 -0.615  -0.254
6 O 0.312 -1.476 -0.861  -0.794
7 C 0.065 -0.387 0.402  0.105
8 H 0.336 2.002 0.767  0.447
9 O -0.508 1.518 0.752  -0.709

Calculated values
charge = 0
molecular weight = 63.06 g/mol
E_LUMO = 0.0175 hartree
gap between HOMO and LUMO = 0.389 Eh

---

Record 16
Computed, not measured: a 3-piece molecular cluster, CH5NO2S overall, with wB97M-V/def2-TZVPD.

Last column: natural (NBO) charge in e.
Atoms and positions in Å:
1 H -4.323 0.550 2.557  0.093
2 S -0.451 -0.504 0.323  1.447
3 C -3.333 0.938 2.395  0.314
4 N -0.226 -0.328 -1.194  -0.939
5 H -0.134 -1.249 -1.591  0.364
6 H -3.158 1.662 3.172  0.105
7 O -2.664 0.626 1.461  -0.511
8 H 5.583 1.906 0.984  0.000
9 H 5.407 1.228 0.703  0.000
10 O -0.482 -1.883 0.882  -0.874

Calculated values
charge = 0
molecular weight = 95.12 g/mol
E_LUMO = -0.0084 hartree
gap between HOMO and LUMO = 0.380 Eh

---

Record 17
Computed, not measured: CH5NO2S as an isolated structure, with wB97M-V/def2-TZVPD.

Last column: natural (NBO) charge in e.
Atoms and positions in Å:
1 H -1.890 -1.376 -1.430  -0.009
2 H -1.517 -0.842 -1.884  0.008
3 H -0.935 0.120 1.394  0.185
4 N 0.879 2.009 0.997  -1.065
5 O 1.815 0.595 -0.805  -0.929
6 C -0.411 -0.282 0.572  -0.063
7 S 1.159 0.625 0.481  1.624
8 O -0.329 -1.594 0.565  -0.634
9 H 0.147 -1.982 -0.230  0.506
10 H 1.081 2.728 0.340  0.377

Calculated values
charge = 0
molecular weight = 95.12 g/mol
E_LUMO (alpha / beta) = -0.0418 / -0.0509 hartree
gap between HOMO and LUMO (alpha / beta) = 0.286 / 0.283 Eh

---

Record 18
Computed, not measured: CH5NO2S as an isolated structure, with wB97M-V/def2-TZVPD.

Last column: natural (NBO) charge in e.
Atoms and positions in Å:
1 H -1.067 -1.777 -0.205  0.212
2 S 1.211 0.147 -0.788  1.251
3 O -0.853 0.328 -0.007  -0.373
4 H 2.307 1.154 1.185  0.409
5 C -1.697 -0.763 -0.163  -0.332
6 H 1.152 2.076 0.240  0.372
7 N 1.809 1.400 0.234  -1.059
8 H -2.479 -0.603 -0.913  0.187
9 O 1.781 -1.055 -0.431  -0.902
10 H -2.164 -0.908 0.847  0.234

Calculated values
charge = 0
molecular weight = 95.12 g/mol
spin multiplicity = 3
E_LUMO (alpha / beta) = 0.0350 / -0.0819 hartree
gap between HOMO and LUMO (alpha / beta) = 0.272 / 0.294 Eh

---

Record 19
Computed, not measured: CH5NO2Si2 as an isolated structure, with wB97M-V/def2-TZVPD.

Last column: natural (NBO) charge in e.
Atoms and positions in Å:
1 H 0.991 1.947 -1.867  -0.191
2 H -0.632 2.295 -0.102  -0.188
3 H 2.063 -1.104 -0.331  -0.198
4 Si 0.774 -0.701 0.265  1.550
5 N 0.094 -2.216 0.958  -0.909
6 O -0.301 -0.208 -0.958  -1.200
7 H 0.958 0.272 1.343  -0.202
8 O -1.489 -1.536 2.572  -0.489
9 C -0.871 -1.952 1.679  0.848
10 Si -0.267 1.472 -1.275  1.164
11 H -1.320 1.732 -2.283  -0.184

Calculated values
charge = 0
molecular weight = 119.23 g/mol
E_LUMO = 0.0199 hartree
gap between HOMO and LUMO = 0.427 Eh

---

Record 20
Computed, not measured: a single CH5NO3 molecule, with wB97M-V/def2-TZVPD.

Last column: natural (NBO) charge in e.
Atoms and positions in Å:
1 H 1.187 -1.153 -1.086  0.393
2 H 1.387 0.492 -0.724  0.382
3 H -1.042 1.377 -1.277  0.459
4 C -0.386 -0.299 -0.113  0.507
5 O -0.685 0.675 0.782  -0.267
6 O -0.077 -0.063 2.050  -0.489
7 H 0.865 0.169 1.982  0.461
8 N 0.951 -0.387 -0.476  -0.854
9 H -0.857 -1.274 0.035  0.181
10 O -1.344 0.464 -1.173  -0.773

Calculated values
structure (SMILES) = N[C@H](O)OO
charge = 0
molecular weight = 79.06 g/mol
E_LUMO = 0.0238 hartree
gap between HOMO and LUMO = 0.400 Eh

---

Sequential energy relative to the best compared isomer or geometry (same formula, charge and spin) output: 95.5 108.6 130.6 70.0 30.5 212.5 54.4 73.5 61.2 11.6 9.7 56.7 17.5 117.4 119.8 82.3 129.4 30.0 6.7 116.8 kcal per mole